[1]
{
  "formula": "C10H10Cl2S",
  "method": "wB97M-V/def2-TZVPD",
  "spin_multiplicity": 1,
  "smiles": "S=Cc1cccc(Cl)c1.C=C(C)Cl",
  "energy_ha": -1705.5318,
  "elements": ["C", "C", "C", "C", "C", "C", "C", "C", "C", "C", "S", "Cl", "Cl", "H", "H", "H", "H", "H", "H", "H", "H", "H", "H"],
  "positions_angstrom": [[1.726, -3.232, 1.149], [1.200, -2.094, 1.715], [1.373, -3.442, -0.212], [-0.430, -1.761, -0.067], [0.176, -1.285, 1.103], [0.229, -2.847, -0.744], [-0.887, 3.317, 0.215], [-0.269, -0.120, 1.778], [-0.415, 2.829, -0.923], [-1.067, 3.346, -2.193], [0.262, 0.463, 3.186], [-0.440, -3.357, -2.297], [0.656, 1.498, -0.979], [2.513, -3.827, 1.540], [1.365, -1.639, 2.735], [1.917, -4.223, -0.711], [-1.283, -1.212, -0.355], [-0.424, 2.909, 1.090], [-1.654, 4.157, 0.335], [-1.026, 0.358, 1.077], [-1.456, 2.441, -2.593], [-0.334, 3.645, -2.800], [-1.731, 4.075, -2.047]]
}


[2]
{
  "formula": "C10H10ClF16N2O6S2",
  "method": "wB97M-V/def2-TZVPD",
  "spin_multiplicity": 1,
  "energy_ha": -3802.5075,
  "charge": -1,
  "elements": ["N", "S", "O", "O", "N", "S", "O", "O", "Cl", "H", "H", "C", "C", "C", "F", "F", "F", "F", "O", "C", "C", "F", "F", "F", "F", "H", "H", "H", "H", "C", "C", "C", "F", "F", "F", "F", "O", "C", "C", "F", "F", "F", "F", "H", "H", "H", "H"],
  "positions_angstrom": [[-2.239, -5.406, 0.861], [-1.544, -4.635, -0.394], [-1.984, -3.295, -0.360], [-1.927, -5.307, -1.536], [0.043, -4.777, -0.330], [0.664, -3.913, 0.828], [-0.078, -3.978, 2.012], [2.000, -4.216, 0.976], [0.596, -1.927, 0.304], [-1.573, -5.904, 1.404], [-2.790, -4.778, 1.400], [-3.468, 1.035, 2.209], [-2.998, 2.155, 1.263], [-4.073, 3.004, 0.579], [-4.879, 2.263, -0.199], [-3.465, 3.926, -0.211], [-2.167, 1.647, 0.342], [-2.269, 3.028, 2.025], [-3.539, -0.269, 1.704], [-4.632, -0.694, 1.017], [-4.291, -1.002, -0.437], [-3.756, 0.083, -1.041], [-5.429, -1.322, -1.106], [-5.650, 0.191, 1.131], [-5.041, -1.836, 1.592], [-2.698, 0.974, 2.974], [-4.385, 1.313, 2.727], [-4.678, 3.530, 1.325], [-3.582, -1.829, -0.502], [4.453, 2.954, -0.309], [4.846, 3.215, -1.773], [3.825, 2.864, -2.860], [3.520, 1.558, -2.852], [4.365, 3.161, -4.070], [6.019, 2.608, -2.036], [5.058, 4.559, -1.882], [4.893, 1.761, 0.293], [4.187, 0.602, 0.129], [4.986, -0.437, -0.662], [5.364, 0.068, -1.857], [4.234, -1.520, -0.891], [2.988, 0.861, -0.411], [3.959, 0.121, 1.355], [4.957, 3.732, 0.257], [3.388, 3.109, -0.149], [2.910, 3.450, -2.731], [5.880, -0.728, -0.108]]
}


[3]
{
  "formula": "C10H10ClPS",
  "method": "wB97M-V/def2-TZVPD",
  "spin_multiplicity": 1,
  "energy_ha": -1586.6677,
  "elements": ["C", "C", "C", "C", "C", "C", "C", "C", "C", "C", "P", "S", "Cl", "H", "H", "H", "H", "H", "H", "H", "H", "H", "H"],
  "positions_angstrom": [[-0.542, 1.231, -3.399], [-1.248, 0.315, -2.592], [-0.706, 0.885, 1.977], [0.773, 1.048, -3.202], [-0.148, 1.044, 3.196], [0.511, -1.053, 2.438], [-0.418, -0.468, 1.602], [-0.399, -0.246, -1.758], [0.718, -0.132, 3.561], [0.947, 0.131, -2.061], [-0.633, -1.565, -0.518], [0.687, -2.998, -0.637], [-2.562, -2.116, -0.781], [-1.067, 1.875, -4.060], [-2.278, 0.092, -2.704], [-1.269, 1.516, 1.394], [1.654, 1.512, -3.647], [-0.043, 1.831, 4.015], [0.749, -2.142, 2.490], [1.728, 0.174, 3.566], [0.628, -0.708, 4.477], [1.442, -0.926, -2.122], [1.475, 0.699, -1.234]]
}


[4]
{
  "formula": "C10H10CoF3NO2",
  "method": "wB97M-V/def2-TZVPD",
  "spin_multiplicity": 5,
  "energy_ha": -2274.4244,
  "s2": 6.05,
  "charge": -1,
  "elements": ["C", "C", "C", "C", "C", "Co", "C", "C", "C", "N", "H", "H", "H", "H", "H", "H", "H", "H", "H", "H", "F", "C", "F", "F", "C", "O", "O"],
  "positions_angstrom": [[-0.139, -1.442, -2.039], [-1.437, -1.614, -1.555], [-1.367, -2.147, -0.219], [-0.021, -2.299, 0.140], [0.813, -1.904, -1.034], [1.442, -0.084, -0.071], [-1.244, 1.753, -0.784], [-0.666, 2.250, -1.862], [0.165, 2.729, -2.763], [2.986, -0.408, 0.296], [-2.216, -2.426, 0.403], [-2.369, -1.430, -2.077], [0.389, -2.670, 1.091], [1.771, -2.383, -1.274], [0.157, -1.027, -2.996], [-2.076, 1.033, -0.788], [2.044, 0.568, -1.285], [-0.936, 2.077, 0.227], [-0.251, 3.190, -3.667], [1.274, 2.673, -2.706], [-0.069, 1.422, 4.680], [0.390, 0.429, 3.885], [1.736, 0.335, 4.046], [-0.170, -0.743, 4.304], [0.020, 0.665, 2.364], [-0.687, 1.655, 2.155], [0.460, -0.202, 1.530]]
}


[5]
{
  "formula": "C10H10CoF6N5O5S2Se",
  "method": "wB97M-V/def2-TZVPD",
  "spin_multiplicity": 5,
  "energy_ha": -6216.1049,
  "s2": 6.01,
  "charge": 2,
  "elements": ["Co", "F", "C", "F", "F", "S", "O", "O", "N", "S", "O", "O", "C", "F", "F", "F", "C", "N", "C", "C", "O", "H", "H", "H", "H", "H", "H", "H", "Se", "N", "C", "C", "C", "C", "N", "C", "N", "H", "H", "H"],
  "positions_angstrom": [[0.040, -0.384, -0.206], [-2.181, 1.225, -3.331], [-1.160, 1.845, -2.728], [-0.107, 0.962, -2.668], [-0.793, 2.895, -3.451], [-1.638, 2.219, -0.953], [-1.587, 0.813, -0.410], [-2.910, 2.787, -0.790], [-0.408, 3.096, -0.578], [0.661, 2.474, 0.375], [1.194, 1.163, -0.095], [0.218, 2.389, 1.737], [2.180, 3.670, 0.084], [2.226, 4.571, 1.036], [2.047, 4.207, -1.135], [3.281, 2.945, 0.104], [-0.710, -0.146, 5.051], [-0.147, -0.626, 3.724], [1.271, -1.162, 3.785], [-0.656, -0.351, 2.631], [-0.116, -0.721, 1.488], [-0.688, -0.903, 5.810], [-1.707, 0.134, 4.821], [-0.240, 0.804, 5.337], [1.429, -1.908, 3.050], [1.461, -1.610, 4.729], [1.980, -0.333, 3.647], [-1.550, 0.219, 2.557], [2.847, -1.167, -3.022], [1.918, -2.259, -4.020], [0.714, -2.377, -3.459], [-0.311, -3.422, -3.758], [-1.481, -3.356, -3.013], [-1.592, -2.495, -1.887], [-0.596, -1.772, -1.447], [0.549, -1.737, -2.240], [1.560, -0.973, -1.775], [-0.116, -4.271, -4.488], [-2.301, -4.025, -3.106], [-2.579, -2.419, -1.408]]
}


[6]
{
  "formula": "C10H10CoF6N8O5S3",
  "method": "wB97M-V/def2-TZVPD",
  "spin_multiplicity": 3,
  "energy_ha": -4377.8288,
  "s2": 2.02,
  "charge": -1,
  "elements": ["Co", "N", "N", "C", "N", "S", "H", "H", "H", "H", "H", "F", "C", "F", "F", "S", "O", "O", "N", "S", "O", "O", "C", "F", "F", "F", "O", "N", "C", "C", "C", "C", "C", "H", "H", "H", "H", "H", "N", "C", "N", "C", "N"],
  "positions_angstrom": [[0.104, -0.107, 0.089], [-1.037, 1.726, 0.828], [-1.798, 1.528, 1.975], [-1.833, 0.345, 2.633], [-2.551, 0.347, 3.792], [-1.068, -1.032, 2.128], [-0.308, 2.422, 0.963], [-1.611, 1.937, 0.015], [-2.221, 2.342, 2.414], [-3.238, 1.064, 3.964], [-2.741, -0.563, 4.177], [-3.865, -2.132, -2.668], [-3.185, -1.054, -3.062], [-3.862, 0.004, -2.558], [-3.278, -0.946, -4.382], [-1.392, -1.026, -2.383], [-1.558, -0.111, -1.278], [-0.605, -0.572, -3.483], [-1.117, -2.491, -1.922], [-0.822, -3.424, -3.168], [-1.792, -3.236, -4.208], [-0.552, -4.765, -2.756], [0.806, -2.852, -3.986], [0.580, -2.291, -5.170], [1.591, -2.050, -3.277], [1.546, -3.950, -4.241], [1.109, -1.615, -0.658], [2.142, -2.035, -0.006], [2.000, -2.890, 1.041], [3.073, -3.263, 1.804], [4.347, -2.780, 1.513], [4.482, -1.945, 0.407], [3.385, -1.591, -0.330], [0.987, -3.199, 1.240], [2.924, -3.935, 2.634], [5.195, -3.033, 2.125], [5.453, -1.566, 0.129], [3.419, -0.912, -1.167], [4.234, 1.954, 4.475], [3.781, 1.351, 3.599], [3.367, 0.609, 2.640], [2.434, 0.691, 1.814], [1.625, 0.712, 0.963]]
}